Record 1
Here is C26H29BrCl5N2OPSTi as an isolated structure from the OMol25 dataset. Energies are from ωB97M-V with the def2-TZVPD basis set.

Properties
Net charge ... +2
LUMO energy ... -7.03 eV
HOMO energy ... -0.515 Eh
Energy relative to the best compared isomer or geometry (same formula, charge and spin) ... 0.0 kJ/mol

Cartesian coordinates (Å):
Ti  0.601  -0.226  0.437
C  2.039  0.526  2.967
C  3.216  0.190  2.069
N  2.787  0.072  0.645
C  3.631  -0.887  -0.106
C  3.354  -2.330  0.315
S  1.625  -2.626  0.832
C  1.762  -2.692  2.655
C  0.861  -1.673  3.335
N  0.873  -0.349  2.680
H  2.333  0.455  4.017
H  1.718  1.553  2.785
H  3.992  0.951  2.171
H  3.667  -0.755  2.361
H  2.899  0.985  0.203
H  3.414  -0.752  -1.162
H  4.688  -0.662  0.055
H  3.556  -3.004  -0.516
H  3.983  -2.659  1.140
H  1.480  -3.696  2.969
H  2.809  -2.559  2.914
H  -0.171  -2.023  3.308
H  1.146  -1.591  4.388
H  0.047  0.152  3.007
Cl  -1.757  6.934  1.457
C  -1.232  5.320  1.294
C  -0.173  5.012  0.435
Cl  0.623  6.249  -0.431
C  0.232  3.688  0.283
Cl  1.582  3.298  -0.720
C  -0.429  2.668  0.962
O  -0.081  1.380  0.773
C  -1.430  2.989  1.872
Cl  -2.096  1.726  2.842
C  -1.849  4.306  2.032
Cl  -3.105  4.674  3.127
C  -2.731  -1.718  1.476
P  -1.596  -1.528  0.069
C  -1.448  -3.220  -0.561
C  -2.500  -0.589  -1.177
C  -2.572  -1.040  -2.493
C  -3.218  -0.274  -3.452
C  -3.783  0.945  -3.104
C  -3.712  1.399  -1.793
C  -3.070  0.636  -0.830
H  -3.662  -2.164  1.124
H  -2.953  -0.756  1.932
H  -2.289  -2.378  2.224
H  -2.434  -3.563  -0.877
H  -1.087  -3.873  0.233
H  -0.759  -3.274  -1.400
H  -2.127  -1.983  -2.784
H  -3.281  -0.631  -4.471
H  -4.290  1.539  -3.853
H  -4.167  2.341  -1.519
H  -3.027  0.994  0.192
Br  0.673  -0.487  -6.255
C  0.726  -0.487  -4.383
C  1.171  -1.624  -3.708
C  1.200  -1.621  -2.327
C  0.784  -0.507  -1.575
C  0.321  0.611  -2.296
C  0.309  0.633  -3.682
H  1.487  -2.493  -4.268
H  1.546  -2.527  -1.839
H  -0.062  1.486  -1.785
H  -0.044  1.506  -4.213



Record 2
Here is C26H29BrFGaO2PS as an isolated structure from the OMol25 dataset. Energies are from ωB97M-V with the def2-TZVPD basis set.

Properties
Net charge ... -1
LUMO energy ... 2.05 eV
HOMO energy ... -0.179 Eh
Energy relative to the best compared isomer or geometry (same formula, charge and spin) ... 0.0 kJ/mol

Cartesian coordinates (Å):
C  7.085  0.681  3.856
C  5.785  0.946  3.139
C  5.309  0.079  2.156
C  4.106  0.324  1.510
C  3.360  1.451  1.846
C  3.819  2.332  2.825
C  3.002  3.525  3.221
Ga  2.026  3.082  4.940
F  3.276  2.484  6.085
Br  0.933  4.976  5.889
P  0.465  1.284  4.749
O  -0.781  1.708  3.759
O  1.099  -0.026  3.988
S  -0.161  0.761  6.504
C  5.033  2.073  3.466
H  7.914  1.116  3.306
H  7.028  1.122  4.844
H  7.231  -0.387  3.984
H  5.894  -0.798  1.917
H  3.733  -0.350  0.756
H  2.425  1.656  1.350
H  2.315  3.776  2.417
H  3.655  4.377  3.384
H  -0.446  1.899  2.875
H  0.671  -0.199  3.144
H  5.350  2.743  4.248
C  -3.467  1.486  -1.426
C  -3.107  0.246  -0.918
C  -2.873  0.094  0.441
C  -3.005  1.181  1.296
C  -3.366  2.421  0.787
C  -3.594  2.575  -0.574
H  -3.645  1.604  -2.488
H  -3.008  -0.601  -1.586
H  -2.584  -0.872  0.839
H  -2.819  1.064  2.357
H  -3.464  3.268  1.453
H  -3.870  3.544  -0.971
C  -1.662  1.260  -4.882
C  -0.793  0.545  -4.069
C  -0.448  -0.758  -4.401
C  -0.967  -1.343  -5.549
C  -1.833  -0.627  -6.362
C  -2.183  0.674  -6.027
H  -1.935  2.274  -4.619
H  -0.390  1.001  -3.174
H  0.223  -1.319  -3.763
H  -0.695  -2.358  -5.808
H  -2.238  -1.083  -7.257
H  -2.864  1.231  -6.658
C  -3.169  -3.636  -1.341
C  -2.610  -3.384  -2.586
C  -2.402  -4.426  -3.478
C  -2.755  -5.721  -3.126
C  -3.315  -5.974  -1.881
C  -3.520  -4.931  -0.988
H  -3.332  -2.822  -0.645
H  -2.335  -2.374  -2.865
H  -1.963  -4.228  -4.448
H  -2.594  -6.535  -3.822
H  -3.590  -6.984  -1.606
H  -3.953  -5.128  -0.015



Record 3
Here is C26H29BrHoN9O3S3 as an isolated structure from the OMol25 dataset. Energies are from ωB97M-V with the def2-TZVPD basis set.

Properties
Spin multiplicity ... 5
Net charge ... +2
LUMO energy (spin up / spin down) ... -4.81 / -4.80 eV
HOMO energy (spin up / spin down) ... -0.504 / -0.504 Eh

Cartesian coordinates (Å):
Ho  -0.505  0.186  0.593
C  -2.031  4.137  4.703
C  -0.924  3.161  4.598
N  -0.092  2.856  5.530
N  0.724  1.909  4.996
C  0.429  1.606  3.734
S  1.205  0.504  2.727
N  -0.638  2.407  3.461
N  -1.268  2.436  2.221
H  -1.929  4.677  5.640
H  -2.997  3.628  4.704
H  -2.019  4.852  3.880
H  1.469  1.513  5.547
H  -2.244  2.175  2.336
H  -1.238  3.382  1.854
C  -3.233  -2.393  -3.910
C  -3.178  -0.982  -3.473
N  -3.641  0.040  -4.103
N  -3.340  1.115  -3.327
C  -2.686  0.797  -2.213
S  -2.123  1.826  -1.006
N  -2.570  -0.554  -2.294
N  -1.986  -1.314  -1.285
H  -3.786  -2.445  -4.844
H  -3.728  -3.021  -3.169
H  -2.227  -2.783  -4.083
H  -3.630  2.040  -3.604
H  -2.712  -1.738  -0.714
H  -1.455  -2.070  -1.708
O  1.319  0.143  -0.433
S  2.591  -0.722  -0.369
C  3.745  0.144  -1.488
C  3.731  1.606  -1.132
C  4.049  2.024  0.160
C  4.049  3.372  0.476
C  3.736  4.314  -0.495
C  3.413  3.903  -1.779
C  3.404  2.551  -2.094
C  2.115  -2.228  -1.335
C  1.887  -2.010  -2.805
C  0.821  -1.245  -3.286
C  0.675  -1.010  -4.645
C  1.581  -1.551  -5.546
C  2.628  -2.333  -5.082
C  2.781  -2.558  -3.721
H  3.427  -0.022  -2.515
H  4.723  -0.312  -1.323
H  4.311  1.292  0.917
H  4.314  3.687  1.477
H  3.763  5.369  -0.253
H  3.178  4.635  -2.540
H  3.154  2.232  -3.100
H  1.230  -2.574  -0.796
H  2.921  -2.943  -1.166
H  0.123  -0.804  -2.593
H  -0.142  -0.396  -5.005
H  1.473  -1.364  -6.606
H  3.334  -2.765  -5.779
H  3.605  -3.167  -3.369
Br  -3.373  -2.023  7.010
C  -2.835  -2.721  5.343
C  -2.861  -4.092  5.096
N  -2.474  -4.611  3.938
C  -2.043  -3.806  2.981
C  -1.999  -2.423  3.133
C  -2.408  -1.871  4.344
C  -1.555  -1.535  2.046
O  -0.737  -1.931  1.156
O  -1.986  -0.334  1.988
H  -3.203  -4.790  5.850
H  -1.731  -4.278  2.056
H  -2.381  -0.800  4.492



Record 4
Here is C26H29BrN2O3RuS as an isolated structure from the OMol25 dataset. Energies are from ωB97M-V with the def2-TZVPD basis set.

Properties
Spin multiplicity ... 5
Net charge ... +2
LUMO energy (spin up / spin down) ... -6.56 / -8.41 eV
HOMO energy (spin up / spin down) ... -0.507 / -0.550 Eh
Energy relative to the best compared isomer or geometry (same formula, charge and spin) ... 51.7 kJ/mol

Cartesian coordinates (Å):
Ru  0.617  -1.131  -0.796
C  0.584  -1.022  5.192
C  1.300  -1.353  3.917
C  2.531  -2.008  3.917
C  3.191  -2.269  2.728
C  2.571  -1.867  1.563
Br  3.414  -2.026  -0.139
N  1.382  -1.286  1.528
C  0.760  -1.029  2.679
H  1.296  -0.730  5.961
H  0.044  -1.896  5.562
H  -0.128  -0.212  5.046
H  2.974  -2.311  4.858
H  4.156  -2.755  2.704
H  -0.212  -0.556  2.604
C  2.217  5.385  1.377
C  1.021  4.983  0.779
C  0.888  3.701  0.300
C  1.960  2.785  0.409
C  3.150  3.199  1.051
C  3.279  4.490  1.508
C  1.879  1.443  -0.062
C  0.946  0.871  -0.905
C  0.292  1.511  -2.014
C  0.895  2.632  -2.634
C  0.322  3.218  -3.741
C  -0.851  2.698  -4.278
C  -1.450  1.581  -3.700
C  -0.887  0.988  -2.594
H  2.317  6.394  1.755
H  0.197  5.678  0.700
H  -0.043  3.374  -0.146
H  3.975  2.503  1.146
H  4.202  4.809  1.972
H  2.642  0.784  0.348
H  1.830  3.011  -2.247
H  0.798  4.076  -4.197
H  -1.288  3.151  -5.158
H  -2.359  1.179  -4.130
H  -1.368  0.120  -2.161
C  -4.216  -2.060  1.420
C  -3.701  -1.478  0.095
C  -3.860  -2.504  -1.052
C  -4.433  -0.161  -0.238
C  -2.288  -1.164  0.188
N  -1.173  -0.876  0.239
H  -5.273  -2.295  1.303
H  -4.110  -1.342  2.233
H  -3.686  -2.974  1.686
H  -4.913  -2.553  -1.325
H  -3.541  -3.495  -0.731
H  -3.285  -2.232  -1.938
H  -5.483  -0.390  -0.418
H  -4.024  0.319  -1.128
H  -4.374  0.540  0.594
C  1.681  -4.386  -3.079
S  0.652  -3.104  -2.423
O  -0.632  -3.003  -3.044
O  1.414  -1.785  -2.564
O  0.554  -3.285  -0.940
H  1.236  -4.780  -3.989
H  1.750  -5.153  -2.311
H  2.658  -3.953  -3.279



no.,electronic energy (eV)
1,-208343.1806
2,-176795.0139
3,-175322.7093
4,-119997.8575